1.
The following is a quantum chemistry calculation of a 2-piece molecular cluster, C3H9N overall, from OMol25.

Calculated values
HOMO-LUMO gap (spin up / spin down) (hartree): 0.3268 / 0.2003
<S²>: 0.76
Charge: +1
Spin multiplicity: 2
HOMO level (spin up / spin down) (Ha): -0.531 / -0.531
Lowest unoccupied orbital energy (spin up / spin down) (eV): -5.56 / -9.00

The geometry in XYZ format:
```
13
Properties=species:S:1:pos:R:3:forces:R:3
N -0.80155 -2.69050 2.51218 -1.29 0.84 1.57
C -1.72633 -1.75913 1.99251 -0.56 0.00 -2.97
C -0.67103 -3.33501 3.55880 0.81 -0.88 -0.42
C 2.11213 3.96702 -4.23973 -0.58 -0.99 -0.37
H -2.53496 -2.32708 1.52082 -0.18 -0.17 0.57
H 1.84445 4.79238 -4.89153 0.42 0.22 0.08
H 0.02364 -4.17860 3.58072 0.20 0.14 0.10
H -1.26774 -3.14365 4.45671 -0.14 0.24 -0.09
H 1.41049 3.94079 -3.40867 0.23 0.14 0.22
H -1.34342 -1.28547 1.07482 0.58 0.13 0.36
H -2.12951 -0.92766 2.57597 0.59 -0.30 0.88
H 1.93471 3.04661 -4.80420 -0.08 0.07 -0.06
H 3.14913 3.90032 -3.92840 0.01 0.56 0.13
```
Positions in Å, forces in eV/Å.

2.
The following is a quantum chemistry calculation of a 7-piece molecular cluster, H13O6S overall, from OMol25.

Calculated values
HOMO-LUMO gap (hartree): 0.2732
Charge: -1
HOMO level (Ha): -0.151
Lowest unoccupied orbital energy (eV): 3.32

The geometry in XYZ format:
```
20
Properties=species:S:1:pos:R:3:forces:R:3
S 2.15617 -0.10983 0.30908 0.71 1.26 0.61
O -2.10886 -1.71630 0.65397 -3.77 0.35 -0.07
O 0.68978 0.89658 -2.44058 0.29 0.40 -2.22
O 0.09543 -2.33426 -0.77136 -1.52 -0.83 -1.85
O -0.42358 -0.68253 3.25699 0.91 -0.21 -2.89
O -2.49802 0.89528 -1.19416 -0.17 -2.35 -0.16
O 0.02271 3.08072 0.09621 -0.41 -1.59 0.60
H 0.66778 3.75941 0.08474 0.89 1.12 -0.17
H -2.84090 -2.14388 0.12882 1.12 0.75 0.96
H 0.54344 2.30550 0.41425 -0.49 0.24 -0.48
H -1.34661 -2.13076 0.33925 2.39 -0.99 -0.88
H 0.96603 -1.99463 -0.70846 1.74 0.80 0.57
H 3.02186 0.97105 0.61048 -0.93 -1.30 -0.49
H -0.02193 -0.54054 2.32446 -1.00 -1.13 1.51
H 0.94673 0.28999 -1.77976 0.08 -0.92 2.68
H -0.10494 0.14976 3.54889 0.26 1.34 1.34
H -2.08476 -0.01281 -1.04572 -0.68 1.95 0.05
H -0.10116 -2.22475 -1.73208 0.05 -0.10 1.13
H 1.46734 0.69018 -2.98547 -0.32 0.71 -0.47
H -1.83129 1.52283 -0.95321 0.86 0.50 0.22
```
Positions in Å, forces in eV/Å.

3.
The following is a quantum chemistry calculation of one molecule with the formula C4H6O2S, from OMol25.

Calculated values
HOMO-LUMO gap (spin up / spin down) (hartree): 0.1983 / 0.2387
<S²>: 2.01
Charge: 0
Spin multiplicity: 3
HOMO level (spin up / spin down) (Ha): -0.173 / -0.342
Lowest unoccupied orbital energy (spin up / spin down) (eV): 0.70 / -2.81

The geometry in XYZ format:
```
13
Properties=species:S:1:pos:R:3:forces:R:3
S -1.15531 -0.21714 0.16854 4.55 -1.75 5.94
O -2.10902 -1.01818 0.83413 -2.17 -0.68 0.12
O -0.18262 -1.21177 -0.65619 -1.18 0.03 -0.23
C 1.32573 0.00916 0.71328 3.24 -1.85 -2.37
C 0.20077 0.31415 1.31448 -4.21 -1.16 -2.41
C 1.16593 -0.80335 -0.54951 0.70 0.26 1.40
C -1.76968 0.83135 -0.93271 0.85 2.92 -1.82
H -2.13311 1.74412 -0.38808 -0.03 -0.93 -1.02
H 1.25823 -0.06391 -1.25301 0.78 1.54 -2.71
H 0.14402 0.65138 2.26503 -1.43 1.25 2.59
H -0.93366 0.97465 -1.66462 -1.37 0.19 -0.09
H 1.89477 -1.58896 -0.77286 -0.57 -0.26 0.35
H 2.29393 0.37851 0.92150 0.85 0.44 0.25
```
Positions in Å, forces in eV/Å.

4.
The following is a quantum chemistry calculation of a 2-piece molecular cluster, C2H2F2N2 overall, from OMol25.

Calculated values
HOMO-LUMO gap (spin up / spin down) (hartree): 0.3234 / 0.3492
Charge: 0
HOMO level (spin up / spin down) (Ha): -0.395 / -0.374
Lowest unoccupied orbital energy (spin up / spin down) (eV): -1.96 / -0.68

The geometry in XYZ format:
```
8
Properties=species:S:1:pos:R:3:forces:R:3
F 2.58014 0.66157 0.53992 2.32 -1.12 -0.41
F -2.86109 -1.30577 0.93634 1.88 0.00 -0.62
N -1.44094 -1.59118 0.60638 -1.36 0.52 0.63
N 1.38737 1.11797 0.81073 -2.11 -0.28 1.00
C -0.27448 -0.08407 -1.02994 -1.04 -1.04 2.19
C -0.94783 -0.68750 -0.14176 0.45 0.18 -1.63
H 0.16706 -0.06487 -1.98971 0.17 0.36 -0.44
H 1.38977 1.95383 0.26803 -0.31 1.37 -0.73
```
Positions in Å, forces in eV/Å.

5.
The following is a quantum chemistry calculation of C31H31Cl8GeMgN3PSSb as an isolated structure, from OMol25.

Calculated values
HOMO-LUMO gap (spin up / spin down) (hartree): 0.3275 / 0.2282
<S²>: 0.75
Charge: +1
Spin multiplicity: 2
HOMO level (spin up / spin down) (Ha): -0.405 / -0.405
Lowest unoccupied orbital energy (spin up / spin down) (eV): -2.11 / -4.82

The geometry in XYZ format:
```
78
Properties=species:S:1:pos:R:3:forces:R:3
Sb 2.88257 0.18501 -3.77037 0.05 -0.04 0.17
Ge 3.92175 -1.27519 0.17307 0.05 0.02 -0.12
Cl 0.42264 -6.37929 -1.74880 0.02 0.04 0.00
Cl -4.06300 -4.07173 0.20322 0.02 0.01 -0.01
Cl 5.44782 0.24143 0.63185 -0.02 0.01 -0.03
Cl 1.79920 -3.53879 -1.85355 -0.12 -0.07 0.04
Cl -2.65847 -1.25683 0.01636 0.04 -0.20 -0.14
Cl 2.26721 0.51902 -0.69482 -0.03 -0.01 0.01
Cl 4.62125 -1.63710 -2.02784 0.00 -0.05 -0.06
Cl -2.50157 -6.63673 -0.68934 0.01 0.01 -0.01
S -2.89335 0.34827 -3.64174 0.01 0.02 0.02
P -0.00341 0.23720 2.00523 -0.11 -0.11 -0.14
Mg 0.06235 -0.51429 -0.52851 0.32 -0.04 0.03
N -0.68541 0.18265 -2.39732 0.08 -0.07 0.34
N -1.32218 1.28071 -1.86992 0.10 0.11 0.08
N -0.96259 -1.53987 -3.92263 0.04 -0.28 -0.31
C -2.18212 -2.23274 5.19467 0.01 0.01 -0.05
C 3.42183 1.70399 3.77085 0.01 -0.05 0.01
C -2.43997 -3.95982 -0.34694 0.10 -0.08 -0.04
C 0.17038 -3.72448 -1.22403 0.32 -0.10 -0.12
C -1.77097 -2.74340 -0.40629 -0.33 0.14 0.02
C -1.73851 -5.10221 -0.74900 -0.04 0.11 0.03
C -4.57140 2.01707 -1.16063 -0.11 -0.02 0.06
C -0.08804 2.89265 1.21536 0.15 -0.01 -0.11
C -3.39695 2.57039 -1.95431 0.14 0.23 -0.12
C -0.42337 -4.98518 -1.21222 -0.07 0.00 0.03
C -0.78361 1.87152 1.85955 0.02 -0.10 0.14
C -1.31350 -2.00275 2.97185 0.01 -0.09 -0.14
C -2.47043 1.49127 -2.39597 -0.25 0.40 0.08
C -0.45863 -2.57477 -0.79814 -0.18 0.20 0.10
C -1.94091 -2.76908 3.94146 -0.02 0.01 0.06
C 1.61193 0.44958 2.81167 -0.04 0.02 -0.13
C 4.81901 0.93033 -4.11985 -0.05 0.01 0.06
C -0.68665 4.12027 1.00139 -0.09 0.06 -0.01
C 2.33365 -0.72675 3.01961 -0.03 -0.04 -0.03
C -0.92895 -0.69852 3.25052 0.05 0.10 -0.01
C -1.78766 -0.93273 5.48486 -0.02 -0.04 -0.01
C 4.13745 0.53619 3.96926 -0.06 -0.01 0.01
C -1.99777 4.33598 1.40491 0.01 -0.05 -0.01
C -1.39606 -0.42491 -3.30506 0.02 -0.32 -0.20
C 2.37213 -0.81103 -5.57620 -0.03 -0.06 0.09
C -2.10388 2.08545 2.24392 -0.04 -0.07 0.03
C -2.70693 3.31279 2.01587 0.04 0.06 -0.03
C 2.16042 1.66465 3.19283 -0.02 0.07 0.02
C 1.73269 1.96009 -3.88195 -0.02 -0.03 -0.05
C -1.15764 -0.17027 4.52086 0.03 0.07 -0.04
C 3.58889 -0.68364 3.59606 0.02 0.08 0.10
H 4.14043 -1.59865 3.75159 0.06 -0.08 0.03
H -2.23897 -3.78079 3.71420 -0.04 -0.11 -0.01
H 5.48883 0.10804 -4.33332 0.08 -0.13 -0.04
H 2.07751 2.49198 -4.76370 0.01 0.12 -0.13
H -0.12865 4.90987 0.52040 0.03 0.07 -0.04
H 0.67998 1.72162 -3.96585 -0.10 -0.03 -0.03
H 0.93005 2.72960 0.87739 -0.04 0.00 -0.01
H -5.23514 2.82582 -0.86879 -0.08 0.06 0.04
H -1.12331 -2.43046 1.99362 0.05 0.03 0.12
H 2.75559 -0.18666 -6.37670 0.03 0.07 -0.18
H 3.84191 2.65351 4.06451 0.05 0.09 0.03
H -2.67234 -2.82657 5.95008 -0.05 -0.07 0.08
H 1.90833 -1.68519 2.73909 -0.03 0.00 0.00
H 1.61440 2.58732 3.04825 0.00 -0.03 0.04
H 4.75945 1.61289 -4.96166 0.03 0.12 -0.12
H 5.12049 0.57391 4.41173 0.10 0.00 0.03
H -4.22322 1.52068 -0.25691 0.03 -0.04 0.06
H 5.16299 1.44915 -3.23184 0.03 0.06 0.10
H -2.66705 1.29773 2.72770 0.02 -0.03 0.03
H -2.80421 3.25584 -1.34128 -0.07 -0.07 -0.05
H -1.96537 -0.51920 6.46482 -0.02 0.04 0.12
H -0.23273 -2.05862 -3.44949 -0.04 0.00 0.03
H -5.15072 1.30051 -1.74152 -0.04 -0.03 -0.04
H -2.46298 5.29728 1.24440 -0.03 0.08 -0.01
H 1.29145 -0.89125 -5.63915 -0.07 -0.01 -0.01
H 2.82450 -1.79461 -5.61895 0.07 -0.09 0.02
H -3.74814 3.12613 -2.82953 0.00 -0.03 0.08
H -0.83494 0.83579 4.75771 0.02 0.05 -0.01
H -1.62061 -2.09610 -4.44579 0.05 0.03 0.06
H -3.72685 3.47043 2.33285 -0.10 0.03 0.02
H 1.90007 2.55558 -2.99365 0.05 0.07 0.14
```
Positions in Å, forces in eV/Å.

6.
The following is a quantum chemistry calculation of one molecule with the formula C6H10ClNOS, from OMol25.

Calculated values
HOMO-LUMO gap (hartree): 0.3363
Charge: 0
HOMO level (Ha): -0.329
Lowest unoccupied orbital energy (eV): 0.20

The geometry in XYZ format:
```
20
Properties=species:S:1:pos:R:3:forces:R:3
Cl -5.15482 -0.14292 0.20774 0.42 0.62 -0.30
S 1.33509 1.28349 0.01064 -2.07 -1.41 0.71
O 1.76063 1.15535 1.42207 0.78 0.51 0.55
N 2.00641 -1.71257 1.16595 -0.85 -1.06 -0.45
C -0.46745 0.83674 0.13891 0.46 -0.58 0.61
C -3.58033 0.61930 0.35500 0.42 -0.60 -0.38
C -2.82547 1.04219 -0.66953 -1.02 -0.14 0.65
C 1.76306 -0.31305 -0.80753 -1.67 -0.22 -1.79
C 2.73176 -1.22709 -0.04352 -1.83 -0.15 -0.34
C -1.39629 1.40646 -0.59682 -0.23 0.17 -0.24
H 1.10059 -2.26618 0.93605 2.21 1.45 0.31
H -0.74008 0.03817 0.85196 0.72 0.31 -0.25
H -3.38187 1.10175 -1.59961 0.51 0.04 -0.30
H -0.95827 2.13832 -1.23752 -0.52 0.74 -0.84
H 2.85850 -2.09496 -0.78713 0.72 1.22 1.42
H 2.05770 0.07648 -1.83679 -0.07 -0.98 1.02
H -3.26304 0.51825 1.37139 0.40 0.22 0.36
H 1.76953 -0.90396 1.75111 0.03 -0.44 -0.33
H 0.78298 -0.94315 -0.89454 1.67 1.33 -0.19
H 3.60136 -0.61262 0.26215 -0.07 -1.05 -0.22
```
Positions in Å, forces in eV/Å.

7.
The following is a quantum chemistry calculation of one molecule with the formula C3HCl2F3, from OMol25.

Calculated values
HOMO-LUMO gap (hartree): 0.3729
Charge: 0
HOMO level (Ha): -0.356
Lowest unoccupied orbital energy (eV): 0.45

The geometry in XYZ format:
```
9
Properties=species:S:1:pos:R:3:forces:R:3
Cl 0.58272 -2.07825 0.73421 -0.08 -2.23 0.52
Cl 0.96530 2.11680 0.12708 0.34 -0.98 1.28
F 1.84663 0.11136 1.68111 -0.76 1.73 -1.34
F -0.37805 0.73260 -1.67651 -1.28 -2.36 1.11
F -1.83161 0.44947 -0.01277 -1.27 0.54 -0.17
C 0.14699 -0.55082 0.33176 0.92 3.82 -1.83
C 0.91846 0.49395 0.71756 0.70 -1.74 1.18
C -0.90520 -0.22031 -0.70099 1.54 1.66 -0.13
H -1.34524 -1.05481 -1.20145 -0.12 -0.44 -0.62
```
Positions in Å, forces in eV/Å.

8.
The following is a quantum chemistry calculation of an isolated ion of composition C9H16NO and charge +1, from OMol25.

Calculated values
HOMO-LUMO gap (hartree): 0.3609
Charge: +1
HOMO level (Ha): -0.470
Lowest unoccupied orbital energy (eV): -2.96

The geometry in XYZ format:
```
27
Properties=species:S:1:pos:R:3:forces:R:3
O -0.96967 0.72351 2.62236 4.18 2.01 -3.27
N 1.38469 0.67267 1.73503 -0.47 -2.50 -3.03
C -0.32390 -1.50351 -0.82363 0.19 -0.47 -2.30
C -0.06355 0.22580 1.60980 -0.63 -3.92 1.50
C 0.13775 2.48787 0.64791 -0.72 3.19 0.64
C -1.12259 -0.43102 -1.63990 2.30 -0.79 3.39
C -0.86171 -2.90204 -0.69504 0.92 1.05 -1.52
C 0.93774 -1.08274 -0.62612 -2.28 -0.22 0.43
C -0.03199 0.61818 -1.88810 -2.18 0.55 -3.00
C 1.02293 0.36296 -0.87111 -0.52 0.48 1.85
C 0.44751 1.05913 0.49561 1.65 0.05 0.70
H -0.60980 1.58536 -1.81473 1.43 -0.55 -0.39
H -0.36160 2.67989 1.61584 0.33 -0.42 -0.14
H 1.65985 1.14402 2.51637 0.33 2.64 2.42
H 0.02710 -0.99385 1.47013 -1.08 3.45 0.39
H -1.95968 -2.85697 -0.64242 0.51 -0.61 0.02
H -1.56285 0.10853 2.95033 -1.57 -2.48 0.73
H 2.15220 0.03272 1.47098 -0.97 -0.02 0.17
H 0.21456 0.38614 -2.96493 0.68 0.91 1.17
H 1.55178 -1.49341 0.11916 1.25 -1.18 0.40
H -1.68590 0.00656 -0.82715 -1.42 -0.01 -0.08
H -0.33747 -3.46819 0.06656 -0.34 -0.22 0.21
H -1.66999 -0.79586 -2.47109 -0.64 -0.15 -0.56
H -0.63935 2.97682 -0.00383 1.14 -0.93 -0.10
H -0.46024 -3.24955 -1.70505 -1.17 -0.39 1.15
H 2.06890 0.56585 -1.06946 -0.01 1.28 -0.05
H 1.05529 3.14114 0.72248 -0.88 -0.75 -0.71
```
Positions in Å, forces in eV/Å.

Result set for energy: -4736.4765 -23332.7092 -19167.0113 -10512.2098 -225921.4544 -33276.3123 -36322.8270 -13119.8818 eV, one per record in the order listed.
Result set for max |F|: 3.0 3.8 7.7 2.6 0.5 2.7 4.3 5.7 eV/A, one per record in the order listed.
Result set for relative energy (zero: lowest compared OMol25 entry of this formula, charge and spin): 46.9 40.1 115.3 192.4 10.7 7.2 16.5 91.7 kcal per mole, one per record in the order listed.